Density functional theory data (ωB97M-V/def2-TZVPD) for C3H6BaLiO5 as an isolated structure.

Structure (XYZ):
```
16
Properties=species:S:1:pos:R:3:mulliken_charge:R:1
H 2.1932 2.0315 2.2397 0.287
C 1.9733 1.6199 1.2364 -0.334
C 0.4798 1.7745 1.0219 -0.349
O 0.1657 2.0188 -0.3302 -0.538
Li 3.8035 -0.5039 1.7095 0.404
O 2.3424 0.2829 1.0703 -0.827
H 2.5241 2.2537 0.5160 0.231
H 0.0289 2.5209 1.6960 0.363
H 0.0081 0.8647 1.4290 0.115
C -1.8779 -0.1766 -1.1035 0.562
O -2.7765 -0.6747 -0.4224 -0.601
O -2.2348 0.5955 -2.1683 -0.433
H -2.4454 1.4694 -1.8204 0.326
Ba 1.1482 -1.9361 0.0741 1.106
O -0.7042 -0.6991 -1.3023 -0.660
H 0.2925 1.1740 -0.9364 0.348
```

The value obtained for the total energy is -527.1335 Ha. The value obtained for the highest occupied orbital energy (spin up / spin down) is -4.98 / -8.84 eV. The multiplicity is 2. Its relative energy (zero: lowest compared OMol25 entry of this formula, charge and spin) is 0.0000 eV. The orbital gap (spin up / spin down) is 4.21 / 8.20 eV. As for the total charge: 0. Its expectation value of S² is 0.750. The calculation puts the LUMO energy (spin up / spin down) at -0.77 / -0.64 eV.